No. 1
119
Properties=species:S:1:pos:R:3:mulliken_spin:R:1 method="wB97M-V/def2-TZVPD" homo_ev="-0.25 / -0.29" relative_energy_ev=0.000 gap_ev="3.65 / 3.69" total_charge=-2 lumo_ev="3.40 / 3.40" multiplicity=2
Na 0.0610 0.5427 0.5370 -0.02
C 4.7535 -0.2889 -3.6726 0.00
C 3.5110 0.4723 -4.1422 0.00
C 2.3108 0.2062 -3.2905 0.00
C 1.2501 -0.5897 -3.5672 0.00
C 1.0328 -1.4549 -4.7644 0.00
C 1.6234 -2.8562 -4.5800 0.00
C 0.3237 -0.4840 -2.4242 0.00
C -0.9551 -1.0714 -2.3859 0.00
C -1.9553 -0.8717 -1.4031 0.00
C -3.3085 -1.4547 -1.4708 0.00
C -3.8505 -2.2362 -2.6242 0.00
C -4.4348 -1.3375 -3.7166 0.00
C -3.9672 -1.0417 -0.3594 0.00
C -3.0295 -0.1993 0.3841 0.00
C -3.2889 0.4490 1.5603 0.00
C -2.4482 1.3212 2.3354 0.00
N -1.1926 1.7098 1.9563 0.01
C -0.7304 2.5116 2.9097 0.08
C 0.6817 3.0914 2.9295 -0.22
C 1.5637 3.1156 1.6951 0.10
N 1.5583 2.1793 0.7481 0.00
C 2.5332 2.5079 -0.1506 0.02
C 2.7811 1.7909 -1.3774 -0.01
C 2.0391 0.8140 -1.9825 0.01
N 0.8433 0.3200 -1.5053 0.00
C 3.1998 3.6807 0.2725 -0.01
C 2.5652 4.0819 1.4559 0.00
C 2.9472 5.2361 2.3281 0.00
C 3.8227 4.8349 3.5161 0.00
C 4.2966 4.4002 -0.4526 0.00
C 3.7681 5.3989 -1.4882 0.00
C -1.6661 2.6746 3.9558 -0.01
C -2.7762 1.9020 3.5828 0.00
C -4.0535 1.7185 4.3463 0.00
C -5.1641 2.6794 3.9066 0.00
C -1.4562 3.4091 5.2425 0.00
C -1.9333 4.8624 5.2047 0.00
N -1.8370 -0.1432 -0.3049 0.01
C -5.3677 -1.3606 0.0524 0.00
C -6.3561 -0.2302 -0.2458 0.00
H 5.6297 -0.0315 -4.2700 0.00
H 4.5970 -1.3656 -3.7446 0.00
H 4.9697 -0.0565 -2.6307 0.00
H 3.2913 0.2039 -5.1810 0.00
H 3.7296 1.5446 -4.1327 0.00
H 1.4725 -0.9871 -5.6526 0.00
H -0.0403 -1.5387 -4.9588 0.00
H 2.7138 -2.8198 -4.5944 0.00
H 1.3020 -3.5411 -5.3709 0.00
H 1.3270 -3.2612 -3.6069 0.00
H -1.2204 -1.7066 -3.2222 0.00
H -4.6195 -2.9354 -2.2782 0.00
H -3.0479 -2.8398 -3.0637 0.00
H -5.2475 -0.7314 -3.3163 0.00
H -4.8201 -1.9177 -4.5568 0.00
H -3.6677 -0.6568 -4.0862 0.00
H -4.2775 0.2754 1.9793 0.00
H 0.6140 4.1215 3.2950 0.02
H 3.6550 2.1220 -1.9300 0.00
H 2.0496 5.7400 2.7036 0.00
H 3.4874 5.9772 1.7279 0.00
H 3.3183 4.0881 4.1328 0.01
H 4.0644 5.6933 4.1478 0.00
H 4.7552 4.3911 3.1631 0.00
H 4.9476 3.6773 -0.9557 0.00
H 4.9296 4.9327 0.2664 0.00
H 3.1330 4.8872 -2.2121 0.00
H 4.5791 5.8972 -2.0277 0.00
H 3.1592 6.1621 -1.0013 0.00
H -3.8639 1.8579 5.4163 0.00
H -4.4117 0.6898 4.2295 0.00
H -4.8523 3.7141 4.0489 0.00
H -6.0879 2.5187 4.4694 0.00
H -5.3798 2.5467 2.8462 0.00
H -0.3922 3.3928 5.5006 0.00
H -1.9757 2.8842 6.0516 0.00
H -1.4223 5.4093 4.4126 0.00
H -1.7438 5.3755 6.1498 0.00
H -3.0024 4.9113 5.0002 0.00
H -5.3880 -1.5732 1.1252 0.00
H -5.6996 -2.2722 -0.4527 0.00
H -6.0509 0.6851 0.2612 0.00
H -7.3651 -0.4871 0.0837 0.00
H -6.3903 -0.0198 -1.3149 0.00
I -0.5625 -2.8095 1.5843 0.00
C -1.3653 -1.6735 3.1844 -0.02
I -0.9323 -2.4371 5.1307 0.00
H -2.4436 -1.6611 3.0871 0.00
H -0.9725 -0.6644 3.1511 0.02
S 1.8512 0.7952 4.1459 0.26
C 1.3946 2.2889 3.9792 0.71
C 3.8569 -5.8766 0.0820 0.00
N 3.8202 -4.4488 0.3108 0.00
C 3.6288 -3.6009 -0.7308 0.00
C 3.4882 -2.2782 -0.5429 0.00
C 3.4891 -1.8329 0.8251 0.00
N 3.6943 -2.6391 1.8442 0.00
C 3.9028 -3.9626 1.6413 0.00
O 4.1723 -4.7578 2.5269 0.00
N 3.3485 -0.5151 1.0476 0.00
H 4.8335 -6.1932 -0.2982 0.00
H 3.0780 -6.1509 -0.6306 0.00
H 3.6800 -6.3694 1.0348 0.00
H 3.5792 -4.0559 -1.7105 0.00
H 3.3115 -1.5953 -1.3575 0.00
H 2.9689 0.0752 0.3216 0.00
H 3.1470 -0.2210 1.9941 0.01
S 0.4660 -4.2205 -1.2530 0.00
C -0.9810 -4.6521 -1.8906 0.00
N -1.1318 -4.6267 -3.2729 0.00
C -2.2757 -4.9673 -3.9201 0.00
C -3.3542 -5.3651 -3.1990 0.00
C -3.1801 -5.3582 -1.7894 0.00
N -2.0778 -5.0267 -1.1668 0.00
H -0.3246 -4.2842 -3.7754 0.00
H -2.2689 -4.8787 -4.9967 0.00
H -4.2840 -5.6401 -3.6682 0.00
H -4.0105 -5.6443 -1.1503 0.00

No. 2
127
Properties=species:S:1:pos:R:3:lowdin_charge:R:1 method="wB97M-V/def2-TZVPD" homo_ev=-6.68 relative_energy_ev=0.556 gap_ev=6.79 total_charge=0 lumo_ev=0.11
Y 0.7466 0.1081 -0.3884 1.35
C -0.2190 -0.7405 5.6316 -0.09
N 0.0521 -1.2218 4.2866 -0.28
C -0.2647 -2.6269 4.0528 -0.08
P 0.7184 -0.3169 3.1071 0.51
O 0.2984 -0.7699 1.7497 -0.36
O 0.1784 1.1612 3.4831 -0.26
P 0.4675 2.3920 2.4591 0.50
O 1.0486 1.8774 1.1989 -0.32
N 1.5135 3.3579 3.2627 -0.29
C 2.5098 4.1379 2.5300 -0.08
C 1.0741 3.9556 4.5176 -0.10
N -0.9974 3.1269 2.3839 -0.27
C -2.2295 2.3349 2.4387 -0.09
C -1.0205 4.1359 1.3036 -0.07
N 2.3487 -0.1561 3.2145 -0.27
C 2.9387 0.4334 4.4117 -0.09
C 3.1589 -1.2519 2.6733 -0.07
H 0.2628 -1.3888 6.3675 0.09
H -1.2949 -0.7374 5.8280 0.09
H 0.1567 0.2703 5.7688 0.07
H 0.3490 -3.2647 4.6944 0.09
H -0.0892 -2.8914 3.0131 0.06
H -1.3172 -2.8149 4.2689 0.08
H 2.6567 3.7170 1.5405 0.04
H 3.4637 4.1108 3.0595 0.09
H 2.1891 5.1801 2.4363 0.09
H 0.3176 3.3354 4.9956 0.08
H 0.6500 4.9511 4.3569 0.09
H 1.9274 4.0414 5.1933 0.09
H -2.2291 1.6937 3.3170 0.08
H -2.3592 1.7305 1.5394 0.02
H -3.0711 3.0240 2.5132 0.09
H -0.1038 4.7281 1.3198 0.08
H -1.8613 4.8068 1.4758 0.09
H -1.1058 3.6709 0.3163 0.08
H 2.3495 1.2780 4.7610 0.06
H 3.9346 0.8007 4.1598 0.09
H 3.0364 -0.3030 5.2185 0.09
H 2.6142 -1.7794 1.8963 0.06
H 3.4273 -1.9631 3.4623 0.09
H 4.0689 -0.8469 2.2292 0.09
Br 0.4376 3.9343 -6.2935 0.70
C 0.6097 2.4983 -5.0801 -0.77
C 1.0528 1.2566 -5.5069 -0.77
Br 1.5181 0.9724 -7.3145 0.70
C 1.1349 0.1978 -4.5909 -0.63
Br 1.8203 -1.4900 -5.0916 0.79
C 0.7392 0.3488 -3.2689 -0.41
O 0.7548 -0.6257 -2.3735 -0.30
C 0.2934 1.6309 -2.8278 -0.44
O -0.0544 1.7454 -1.5584 -0.32
C 0.2595 2.6793 -3.7364 -0.63
Br -0.2967 4.3608 -3.0656 0.77
N -2.6929 -1.1674 -0.8722 -0.40
P -2.7458 0.5549 -0.9261 1.01
C -4.5286 0.6872 -0.4384 -0.34
C -5.5813 0.9785 -1.2984 -0.08
C -6.8904 1.0134 -0.8297 -0.08
C -7.1676 0.7585 0.5034 -0.09
C -6.1245 0.4670 1.3747 -0.09
C -4.8221 0.4383 0.9052 -0.14
C -2.8194 0.9329 -2.7050 -0.38
C -2.4534 0.0009 -3.6700 -0.08
C -2.3869 0.3665 -5.0092 -0.06
C -2.6907 1.6625 -5.3933 -0.08
C -3.0589 2.5995 -4.4351 -0.10
C -3.1117 2.2388 -3.0994 -0.14
P -1.2563 -2.0662 -0.6462 0.98
C -1.3167 -3.2572 -2.0303 -0.36
C -2.4778 -3.9970 -2.2698 -0.10
C -2.5288 -4.9015 -3.3148 -0.08
C -1.4095 -5.0937 -4.1196 -0.08
C -0.2495 -4.3801 -3.8739 -0.08
C -0.1996 -3.4594 -2.8317 -0.10
C -1.7583 -3.2234 0.6910 -0.35
C -0.9884 -4.3648 0.9183 -0.10
C -1.3404 -5.2689 1.9080 -0.09
C -2.4748 -5.0477 2.6813 -0.10
C -3.2426 -3.9136 2.4645 -0.09
C -2.8816 -3.0011 1.4790 -0.09
H -3.4466 -1.6391 -1.3641 0.07
H -5.3904 1.1749 -2.3459 0.10
H -7.6957 1.2367 -1.5180 0.10
H -8.1876 0.7862 0.8639 0.10
H -6.3270 0.2646 2.4191 0.10
H -4.0176 0.2020 1.5940 0.08
H -2.1741 -1.0059 -3.3847 0.09
H -2.0703 -0.3605 -5.7468 0.11
H -2.6144 1.9522 -6.4336 0.11
H -3.2660 3.6211 -4.7262 0.11
H -3.3519 2.9888 -2.3530 0.11
H -3.3443 -3.8839 -1.6256 0.10
H -3.4352 -5.4637 -3.4994 0.10
H -1.4482 -5.8026 -4.9367 0.10
H 0.6194 -4.5178 -4.5039 0.09
H 0.6904 -2.8687 -2.6674 0.06
H -0.1175 -4.5573 0.3003 0.11
H -0.7405 -6.1562 2.0661 0.10
H -2.7610 -5.7624 3.4423 0.10
H -4.1331 -3.7408 3.0566 0.10
H -3.4931 -2.1272 1.2964 0.08
C 2.6581 3.2797 -1.0840 -0.18
Si 3.8140 1.8241 -0.8238 0.41
C 4.8594 2.1832 0.7082 -0.17
C 4.9075 1.9290 -2.3512 -0.16
N 3.0086 0.2955 -0.6089 -0.14
C 3.7513 -0.8630 -0.6747 -0.32
C 5.1544 -0.9548 -0.8253 -0.05
C 5.8356 -2.1608 -0.8848 -0.09
C 5.1702 -3.3731 -0.7834 -0.11
C 3.7947 -3.3425 -0.5970 -0.03
C 3.1599 -2.1291 -0.5453 -0.23
F 1.7966 -2.1629 -0.2721 -0.07
H 3.1028 4.1632 -0.6154 0.04
H 1.6420 3.1699 -0.7159 -0.01
H 2.5910 3.4912 -2.1533 0.02
H 5.1897 3.2255 0.7238 0.03
H 5.7503 1.5534 0.7587 0.02
H 4.2686 1.9934 1.6095 0.01
H 5.0955 2.9866 -2.5548 0.03
H 4.3742 1.5190 -3.2141 0.04
H 5.8727 1.4283 -2.2904 0.02
H 5.7248 -0.0427 -0.8962 0.06
H 6.9107 -2.1459 -1.0141 0.10
H 5.6995 -4.3137 -0.8393 0.09
H 3.2071 -4.2458 -0.4909 0.12